No. 1
Below is C4H4Cl2 in the gas phase at a distorted geometry, with properties calculated with wB97M-V/def2-TZVPD.

XYZ file:
```
10
Properties=species:S:1:pos:R:3
C -1.60190 0.48553 0.12095
C -0.79351 -0.58420 -0.04271
C 0.66649 -0.69208 -0.09994
C 1.57269 0.29727 -0.07323
Cl 3.23847 -0.06847 0.05535
Cl 1.18509 2.01244 -0.05245
H -2.69345 0.22667 0.06014
H -1.38366 1.54652 0.29073
H -1.31473 -1.54902 -0.17686
H 1.12452 -1.67465 -0.08200
```

## Properties
Calculated total energy: -1075.148785 Eh
Energy relative to the best compared isomer or geometry (same formula, charge and spin): 35.71 kJ/mol
LUMO: 0.0122 hartree
E_HOMO: -8.9 eV
Gap between HOMO and LUMO: 9.26 eV
SMILES: C=CC=C(Cl)Cl

These are the natural (NBO) partial charges, in e, on atoms 1 to 6:
1. C -0.356
2. C -0.240
3. C -0.275
4. C -0.064
5. Cl 0.051
6. Cl 0.024

=====

No. 2
Below is a molecular structure, C4H4Cl2 at a distorted geometry, with properties calculated with wB97M-V/def2-TZVPD.

XYZ file:
```
10
Properties=species:S:1:pos:R:3
C -1.30169 0.32104 0.39563
C -0.20703 -0.45979 -0.24419
C 1.19079 0.17009 -0.01328
C 2.46349 0.03934 0.06474
H -1.35923 0.23611 1.52146
H -0.43592 -0.21448 -1.32516
H -0.12113 -1.47031 -0.04225
H 3.81634 -0.12910 -0.17966
Cl -2.80876 -0.41389 -0.07316
Cl -1.23686 1.92099 -0.10411
```

## Properties
Calculated total energy: -1075.050236 Eh
Energy relative to the best compared isomer or geometry (same formula, charge and spin): 294.45 kJ/mol
LUMO: 0.0240 hartree
E_HOMO: -10.1 eV
Gap between HOMO and LUMO: 10.74 eV

These are the natural (NBO) partial charges, in e, on atoms 1 to 6:
1. C -0.270
2. C -0.476
3. C -0.087
4. C -0.244
5. H 0.236
6. H 0.247

=====

No. 3
Below is 2 unconnected molecules or ions with the total composition C4H4Cl2O at a distorted geometry, with properties calculated with wB97M-V/def2-TZVPD.

XYZ file:
```
11
Properties=species:S:1:pos:R:3
C -0.25632 1.10431 -0.46757
C -1.67697 0.54544 -0.44112
O -2.01488 -0.59039 -0.34363
Cl -2.89810 1.88051 -0.21368
H 0.64666 0.46201 -0.29497
H -0.18284 1.72010 0.48875
H -0.23569 1.75397 -1.26026
C 1.92897 -1.28078 1.20902
C 1.43842 -2.05439 0.40971
Cl 0.51730 -2.88894 -0.66489
H 2.73346 -0.65183 1.57864
```

## Properties
Calculated total energy: -1150.341323 Eh
Energy relative to the best compared isomer or geometry (same formula, charge and spin): 196.04 kJ/mol
LUMO: 0.0220 hartree
E_HOMO: -10.3 eV
Gap between HOMO and LUMO: 10.92 eV
SMILES: CC(=O)Cl.C#CCl

These are the natural (NBO) partial charges, in e, on atoms 1 to 6:
1. C -0.732
2. C 0.588
3. O -0.485
4. Cl -0.123
5. H 0.262
6. H 0.250

=====

No. 4
Below is C4H4Cl2O3S in the gas phase at a distorted geometry, with properties calculated with wB97M-V/def2-TZVPD.

XYZ file:
```
14
Properties=species:S:1:pos:R:3
O -0.45893 2.74149 0.48607
S -0.53402 1.39352 0.89401
O -1.21105 0.96248 2.08620
C -1.56319 0.39375 -0.27619
C -0.47269 -0.59650 -0.70002
C 0.91834 -0.36056 -0.09634
C 2.06203 -0.98848 -0.28607
Cl 3.17643 -0.57632 0.97071
Cl 2.42009 -2.62437 -0.74226
O 1.10137 0.77725 0.59084
H -1.96973 0.99233 -1.04528
H -2.20157 0.05155 0.48040
H -0.43077 -0.54607 -1.83845
H -0.83630 -1.62007 -0.52359
```

## Properties
Calculated total energy: -1699.002457 Eh
Energy relative to the best compared isomer or geometry (same formula, charge and spin): 113.42 kJ/mol
LUMO: 0.0101 hartree
E_HOMO: -9.3 eV
Gap between HOMO and LUMO: 9.56 eV
SMILES: O=S1(=O)CCC(=C(Cl)Cl)O1

These are the natural (NBO) partial charges, in e, on atoms 1 to 6:
1. O -0.882
2. S 2.276
3. O -0.885
4. C -0.599
5. C -0.494
6. C 0.255

=====

No. 5
Below is a molecular structure, C4H4Cl2OS at a distorted geometry, with properties calculated with wB97M-V/def2-TZVPD.

XYZ file:
```
12
Properties=species:S:1:pos:R:3
C -2.18010 -1.73152 -0.23986
C -0.97043 -0.90624 -0.72980
C 0.95718 -0.55751 -0.12613
C -0.29782 0.30752 -0.10674
H -2.02701 -2.76035 -0.62095
H -2.11316 -1.73939 0.86062
H -3.13500 -1.41214 -0.62386
H -1.08709 -0.68728 -1.78815
O 0.28535 -1.61890 -0.57281
S 2.49865 -0.43036 0.25472
Cl -0.86896 0.65701 1.57053
Cl -0.24586 1.91726 -0.98850
```

## Properties
Calculated total energy: -1548.586900 Eh
Energy relative to the best compared isomer or geometry (same formula, charge and spin): 100.80 kJ/mol
LUMO: -0.0132 hartree
E_HOMO: -9.4 eV
Gap between HOMO and LUMO: 9.04 eV

These are the natural (NBO) partial charges, in e, on atoms 1 to 6:
1. C -0.636
2. C 0.055
3. C 0.143
4. C -0.095
5. H 0.239
6. H 0.232

=====

No. 6
Below is 2 unconnected molecules or ions with the total composition C4H4ClF3 at a distorted geometry, with properties calculated with wB97M-V/def2-TZVPD.

XYZ file:
```
12
Properties=species:S:1:pos:R:3
C -1.17794 -0.30075 -0.27698
C -0.33972 -0.04676 0.64978
C 2.14810 -0.70709 -0.58437
C 2.72775 -1.97383 -0.10635
F 1.53295 -0.78424 -1.79599
F 2.06202 -3.05247 -0.53787
F 4.02442 -2.17222 -0.47915
Cl 2.72936 -1.98185 1.69773
H -2.25407 -0.18745 -0.16192
H -0.87070 -0.66239 -1.25235
H -0.02049 0.22795 1.61994
H 2.72019 0.19957 -0.46796
```

## Properties
Calculated total energy: -914.424824 Eh
Energy relative to the best compared isomer or geometry (same formula, charge and spin): 431.66 kJ/mol
LUMO (spin up / spin down): -0.0196 / 0.0049 hartree
E_HOMO (spin up / spin down): -8.6 / -9.5 eV
Gap between HOMO and LUMO (spin up / spin down): 8.08 / 9.68 eV

These are the natural (NBO) partial charges, in e, on atoms 1 to 6:
1. C -0.510
2. C -0.081
3. C 0.183
4. C 0.584
5. F -0.328
6. F -0.304

=====

No. 7
Below is 2 unconnected molecules or ions with the total composition C4H4ClFN3O4 at a distorted geometry, with properties calculated with wB97M-V/def2-TZVPD.

XYZ file:
```
17
Properties=species:S:1:pos:R:3
C -0.29227 0.47184 0.47684
H 1.13452 0.23892 -1.92188
C 0.15333 -0.79439 -0.19199
C 0.74027 1.12040 1.28837
N 1.39415 1.65314 2.07602
C -1.08203 1.53315 -0.28720
H -0.94281 1.38474 -1.36598
H -2.16437 1.40934 -0.17688
H -0.73407 2.52217 0.03536
N -0.86277 -1.80408 -0.40425
O -0.68703 -2.93549 0.00332
O -1.90092 -1.44432 -0.94463
N 1.41097 -1.36581 0.26631
O 2.28073 -1.56324 -0.56260
O 1.57541 -1.57816 1.45743
F 1.63008 1.15445 -1.76346
Cl -1.65318 -0.00266 2.01523
```

## Properties
Calculated total energy: -1179.950511 Eh
Net charge: -1
LUMO: 0.1072 hartree
E_HOMO: -5.4 eV
Gap between HOMO and LUMO: 8.30 eV

These are the natural (NBO) partial charges, in e, on atoms 1 to 6:
1. C 0.021
2. H 0.580
3. C -0.161
4. C 0.264
5. N -0.301
6. C -0.628

=====

No. 8
Below is C4H4ClFO in the gas phase, with properties calculated with wB97M-V/def2-TZVPD.

XYZ file:
```
11
Properties=species:S:1:pos:R:3
C 0.41486 2.98613 1.31153
C -0.11272 1.80185 1.03758
O -0.63408 1.52732 -0.21412
C -0.75739 0.23010 -0.59081
C 0.08321 -0.76099 -0.30714
F 1.17664 -0.59893 0.43475
Cl -0.15925 -2.37448 -0.83678
H 0.77435 3.18720 2.30149
H 0.50344 3.78771 0.54940
H -0.25747 0.98640 1.72418
H -1.59785 0.03404 -1.25663
```

## Properties
Calculated total energy: -790.043145 Eh
Energy relative to the best compared isomer or geometry (same formula, charge and spin): 101.23 kJ/mol
LUMO: 0.0314 hartree
E_HOMO: -8.9 eV
Gap between HOMO and LUMO: 9.78 eV
SMILES: C=CO/C=C(\F)Cl

These are the natural (NBO) partial charges, in e, on atoms 1 to 6:
1. C -0.472
2. C 0.126
3. O -0.485
4. C 0.033
5. C 0.254
6. F -0.308

=====

No. 9
Below is C4H4ClN3 in the gas phase at a distorted geometry, with properties calculated with wB97M-V/def2-TZVPD.

XYZ file:
```
12
Properties=species:S:1:pos:R:3
H 3.80829 -0.25824 -0.83562
N 2.92453 -1.00778 -0.40477
C 1.78097 -0.24979 0.02430
C 0.56027 -1.07298 0.36323
C -0.55993 -0.41316 0.14880
Cl -2.17825 -0.88833 -0.09922
C -0.20015 1.19258 0.01684
N -1.00208 2.12859 -0.31208
H -0.57962 3.04597 0.01354
N 1.21592 1.14078 0.54721
H 0.61237 -2.20513 0.58811
H 1.73365 1.94795 -0.21074
```

## Properties
Calculated total energy: -779.119571 Eh
Energy relative to the best compared isomer or geometry (same formula, charge and spin): 500.94 kJ/mol
LUMO: -0.0085 hartree
E_HOMO: -9.7 eV
Gap between HOMO and LUMO: 9.46 eV
SMILES: [H]/N=C1C=C(Cl)/C(=N/[H])N/1

These are the natural (NBO) partial charges, in e, on atoms 1 to 6:
1. H 0.346
2. N -0.625
3. C 0.416
4. C -0.287
5. C -0.083
6. Cl 0.083

=====

No. 10
Below is 2 unconnected molecules or ions with the total composition C4H4ClN6P at a distorted geometry, with properties calculated with wB97M-V/def2-TZVPD.

XYZ file:
```
16
Properties=species:S:1:pos:R:3
C -0.53421 -2.48127 -1.83522
C 2.07669 1.66055 1.64222
C 0.00779 -1.93050 -0.67316
C 2.24657 1.48523 0.31503
N -1.20893 -3.55884 -1.47673
N 1.72540 2.89913 1.84751
N -0.50706 -2.57237 0.36500
N 1.90452 2.61414 -0.29991
N -1.17160 -3.57593 -0.16466
N 1.74426 3.49669 0.66045
P 2.78972 -0.05954 -0.53984
Cl 3.26228 -1.16438 1.03707
H -0.17059 -2.37647 -2.78970
H 1.88542 0.92303 2.31301
H -1.48968 -4.39634 0.37619
H 1.51643 4.47374 0.39634
```

## Properties
Calculated total energy: -1284.721649 Eh
Energy relative to the best compared isomer or geometry (same formula, charge and spin): 138.25 kJ/mol
LUMO (spin up / spin down): -0.0457 / -0.0469 hartree
E_HOMO (spin up / spin down): -8.1 / -10.1 eV
Gap between HOMO and LUMO (spin up / spin down): 6.87 / 8.86 eV

These are the natural (NBO) partial charges, in e, on atoms 1 to 6:
1. C -0.199
2. C -0.086
3. C 0.222
4. C -0.272
5. N -0.222
6. N -0.224

=====

- calculated total energy of number 3 (C4H4Cl2O)?
  -1150.341323 Eh

=====

- The lowest calculated total energy belongs to which entry?
  C4H4Cl2O3S

=====

- What is the calculated total energy in the tenth record?
  -1284.721649 Eh